[1]
Here is a structure of composition C3H10N4O from the Open Molecules 2025 dataset. Energies are from wB97M-V/def2-TZVPD.

Last column: Löwdin charge in e.
Element x y z (Å)
C -0.7167 0.0449 -1.1945  0.133
C 1.9152 0.7544 -0.2957  -0.085
N 0.5356 0.5652 0.1306  -0.180
C -0.4585 -0.8769 -0.0849  -0.623
N 0.1243 1.5472 1.0674  0.070
N 0.4165 -1.9582 -0.3730  0.084
O -2.3073 -0.0615 1.0559  -0.182
N -1.4521 -1.1983 0.8013  -0.042
H -3.1048 -0.4914 1.3932  0.075
H -0.7481 1.2440 1.5003  0.066
H -0.0514 2.4330 0.5949  0.089
H 0.9933 -2.1360 0.4445  0.086
H -0.1200 -2.7938 -0.5771  0.086
H -0.2710 -0.1907 -2.1579  0.095
H -1.5721 0.7050 -1.1101  0.086
H 2.1917 -0.0304 -0.9974  0.076
H 2.0318 1.7381 -0.7607  0.078
H 2.5935 0.7054 0.5633  0.086

## Properties
* HOMO-LUMO gap (spin up / spin down): 7.91 / 7.91 eV
* energy above the lowest of the compared OMol25 structures with the same formula, charge and spin: 6.866 eV
* HOMO level (spin up / spin down): -7.05 / -7.05 eV

***

[2]
Here is a structure of composition C29H47AsLaN8O7PS4Te from the Open Molecules 2025 dataset. Energies are from wB97M-V/def2-TZVPD.

Last column: Löwdin charge in e.
Element x y z (Å)
La 0.0505 -0.6006 -0.7830  1.728
N -4.4604 1.3654 0.3137  0.030
C -3.3416 0.5423 0.2209  -0.877
S -2.5597 0.5464 -1.3248  0.431
N -3.0767 -0.1550 1.2844  -0.044
N -2.0338 -1.0889 1.1240  -0.070
C -2.2383 -2.1382 1.8378  -0.132
C -1.4057 -3.3195 1.9993  -0.156
C -1.8834 -4.2731 2.9049  -0.087
C -1.2211 -5.4555 3.1558  -0.141
C -0.0339 -5.7025 2.4610  -0.123
C 0.4686 -4.7949 1.5637  -0.016
C -0.1866 -3.5604 1.2938  -0.393
O 0.3330 -2.7148 0.4867  -0.267
H -4.4196 2.1704 -0.2939  0.056
H -4.7574 1.5476 1.2624  0.069
H -3.1697 -2.1608 2.4213  0.109
H -2.8183 -4.0603 3.4144  0.095
H -1.6176 -6.1772 3.8577  0.077
H 0.5052 -6.6310 2.6283  0.089
H 1.3851 -4.9825 1.0216  0.110
S -1.8943 -2.9881 -1.9184  0.490
C -0.3599 -3.2608 -2.5478  -1.214
N 0.6293 -2.3780 -2.5146  -0.188
C 1.7741 -2.8376 -3.1118  -0.318
C 2.9703 -2.1299 -3.1865  -0.005
C 4.0440 -2.7105 -3.8326  -0.099
C 3.9452 -3.9830 -4.3958  -0.128
C 2.7636 -4.7019 -4.3078  -0.117
C 1.6831 -4.1267 -3.6592  -0.484
S 0.0974 -4.7609 -3.3588  0.979
H 3.0471 -1.1612 -2.7154  0.091
H 4.9797 -2.1695 -3.8901  0.093
H 4.7986 -4.4179 -4.8985  0.083
H 2.6879 -5.6926 -4.7338  0.093
N 0.6630 -0.3706 1.9392  0.009
C 2.0295 -0.1362 2.3356  -0.295
C 2.4287 -0.9248 3.5911  -0.139
C 1.3826 -0.9090 4.7055  -0.197
C 1.0812 0.4251 5.3881  -0.198
N 0.4251 1.4709 4.6153  0.045
C -0.7798 1.3727 3.9660  -0.573
N -1.6693 0.4186 4.4171  0.164
N -1.0414 2.2029 3.0199  0.116
C 2.9837 -0.4439 1.1439  -0.665
O 4.1866 -0.5273 1.3922  0.002
O 2.4290 -0.5388 0.0139  -0.172
H -0.0136 -0.1125 2.6443  0.035
H 0.5363 -1.3678 1.7620  0.034
H 2.1369 0.9423 2.5213  0.121
H 3.4097 -0.5891 3.9330  0.112
H 2.5524 -1.9729 3.2959  0.125
H 1.6969 -1.5959 5.4989  0.109
H 0.4604 -1.3455 4.3070  0.091
H 2.0158 0.8756 5.7355  0.118
H 0.4908 0.2413 6.2954  0.107
H 1.0395 2.0923 4.1112  0.118
H -1.2749 -0.3701 4.9086  0.076
H -2.3456 0.1419 3.7075  0.074
H -0.2782 2.1565 1.3492  0.002
H -1.9707 2.0139 2.6432  0.046
C -2.9542 4.5129 1.4962  -0.085
C -1.5780 4.7697 0.9270  -0.316
O -1.4576 4.1540 -0.3506  -0.344
P -0.2279 3.1340 -0.7320  0.870
O -0.3036 1.9250 0.3859  -0.408
Te -0.8341 0.0950 -4.1007  0.832
O 0.9949 4.0409 -0.0892  -0.335
C 1.8200 3.7454 1.0343  -0.304
C 2.9910 2.8608 0.6816  -0.069
H -3.0483 4.9623 2.4837  0.072
H -3.1320 3.4442 1.5815  0.038
H -3.7240 4.9298 0.8482  0.073
H -0.8058 4.4138 1.6126  0.081
H -1.4140 5.8474 0.7919  0.114
H 1.2252 3.2911 1.8358  0.075
H 2.1553 4.7187 1.4127  0.113
H 2.6532 1.8961 0.3202  0.050
H 3.6173 2.6897 1.5582  0.082
H 3.5981 3.3207 -0.0960  0.082
C 2.4557 1.3952 -2.5172  -0.327
O 1.2077 0.8894 -2.2111  -0.680
H 2.7811 1.1445 -3.5428  0.047
H 3.2312 1.0052 -1.8393  0.062
H 2.4860 2.4984 -2.4413  0.064
C -3.6903 1.0556 -5.8792  -0.455
As -2.2388 2.1424 -5.1269  0.881
C -3.2782 2.9464 -3.6677  -0.442
C 0.7967 0.8322 -5.2223  -0.462
S -1.4214 -1.5274 -5.6217  -0.206
H -4.2792 1.7143 -6.5220  0.000
H -4.3182 0.6411 -5.0948  0.020
H -3.2629 0.2376 -6.4604  -0.065
H -4.1455 3.4058 -4.1480  0.005
H -2.6931 3.7086 -3.1565  -0.005
H -3.5910 2.1992 -2.9416  -0.074
H 0.4218 0.8861 -6.2461  -0.015
H 1.5860 0.0937 -5.1375  0.002
H 1.1178 1.7923 -4.8443  -0.001

## Properties
* total charge: -2
* HOMO-LUMO gap: 6.18 eV
* energy above the lowest of the compared OMol25 structures with the same formula, charge and spin: 0.000 eV
* HOMO level: -2.20 eV

***

[3]
Here is the molecule C6H11NO2 from the Open Molecules 2025 dataset. Energies are from wB97M-V/def2-TZVPD.

Last column: Löwdin charge in e.
Element x y z (Å)
C -0.4322 -1.2345 0.2666  -0.092
C -1.2261 -0.4288 -2.0779  -0.011
C -1.2490 1.0173 1.1726  -0.047
C 1.2008 0.5873 0.8083  -0.425
C -0.1277 -0.9596 -1.1922  -0.434
C -0.0948 0.1642 0.7144  -0.254
N 2.3161 -0.1909 0.8289  0.147
O 1.4441 1.9042 1.0103  0.070
O 0.9974 -1.2303 -1.6711  0.006
H 2.3472 1.9594 1.3631  0.115
H 3.0901 0.2295 0.3211  0.111
H 2.1541 -1.1137 0.4255  0.091
H 0.2238 -2.0106 0.6712  0.117
H -1.4799 -1.4984 0.4271  0.118
H -1.1611 -0.9089 -3.0580  0.088
H -2.2150 -0.6455 -1.6663  0.077
H -1.1034 0.6509 -2.1934  0.094
H -2.1181 0.8633 0.5255  0.070
H -1.5399 0.7584 2.1958  0.083
H -1.0265 2.0870 1.1285  0.076

## Properties
* HOMO-LUMO gap: 8.44 eV
* energy above the lowest of the compared OMol25 structures with the same formula, charge and spin: 1.436 eV
* HOMO level: -7.68 eV

***

[4]
Here is a cluster of 2 separate species, C7H11PSi in total from the Open Molecules 2025 dataset. Energies are from wB97M-V/def2-TZVPD.

Last column: Löwdin charge in e.
Element x y z (Å)
C 1.9027 -0.1451 1.8493  -0.091
C 2.3904 -0.8230 0.8034  -0.105
C 0.5742 0.3533 1.7975  -0.063
C 1.5282 -1.3794 -0.1101  -0.067
C -0.2660 -0.1304 0.8468  -0.097
C 0.1912 -1.1190 -0.0691  -0.351
C -0.7830 -1.6975 -1.0483  -0.347
Si -1.4739 -0.3535 -2.1279  0.874
P -2.1456 3.3168 -0.1058  0.404
H 2.5261 0.0714 2.7162  0.108
H 3.4233 -1.1467 0.8960  0.114
H 0.1669 1.3255 2.1761  0.126
H 1.9316 -1.9806 -0.9121  0.112
H -1.2706 0.0934 0.7759  0.060
H -0.1918 -2.4261 -1.6247  0.077
H -1.5763 -2.1433 -0.3615  0.118
H -0.9994 0.9961 -2.1556  -0.124
H -2.6688 -0.9471 -2.8561  -0.075
H -2.2388 4.4567 -0.9621  -0.289
H -1.0203 3.6786 0.4720  -0.382

## Properties
* HOMO-LUMO gap (spin up / spin down): 4.11 / 2.88 eV
* energy above the lowest of the compared OMol25 structures with the same formula, charge and spin: 6.406 eV
* HOMO level (spin up / spin down): -6.24 / -5.59 eV

***

[5]
Here is a structure of composition ClHNO3P from the Open Molecules 2025 dataset. Energies are from wB97M-V/def2-TZVPD.

Last column: Löwdin charge in e.
Element x y z (Å)
N -0.3682 -0.8879 -0.0512  0.162
O -3.0162 -1.0305 -1.1318  -0.295
O -1.0638 -0.1553 -0.6386  -0.112
O -2.6322 -0.9677 1.4234  -0.285
P -2.6696 -0.3723 0.1116  -0.007
Cl -3.2061 1.5868 0.1845  0.384
H 0.3880 -1.2363 -0.6001  0.153

## Properties
* <S²>: 2.007
* HOMO-LUMO gap (spin up / spin down): 10.93 / 6.62 eV
* energy above the lowest of the compared OMol25 structures with the same formula, charge and spin: 1.028 eV
* multiplicity: 3
* HOMO level (spin up / spin down): -10.71 / -10.90 eV

***

[6]
Here is the molecule C4H5NO2 from the Open Molecules 2025 dataset. Energies are from wB97M-V/def2-TZVPD.

Last column: Löwdin charge in e.
Element x y z (Å)
O 2.9080 -0.3616 0.2093  0.139
C 1.7309 -0.2038 0.3598  -0.455
C 0.6522 -0.1357 -0.7068  0.006
C -1.7445 0.1186 -0.5895  -0.030
N -0.5947 -0.0342 0.0642  -0.195
C -0.2557 0.0433 1.3439  -0.087
O 1.1261 -0.0141 1.5481  0.080
H 0.7662 0.7937 -1.2672  0.153
H 0.6684 -0.9812 -1.3941  0.151
H -1.7920 -0.2025 -1.6159  0.049
H -2.6116 0.4980 -0.0754  0.054
H -0.8535 0.4795 2.1235  0.135

## Properties
* HOMO-LUMO gap (spin up / spin down): 7.60 / 7.58 eV
* energy above the lowest of the compared OMol25 structures with the same formula, charge and spin: 2.861 eV
* HOMO level (spin up / spin down): -7.01 / -7.00 eV

***

The highest energy above the lowest of the compared OMol25 structures with the same formula, charge and spin belongs to which entry?
C3H10N4O

***

Number 2 is which compound?
C29H47AsLaN8O7PS4Te

***

Which of these has the highest energy above the lowest of the compared OMol25 structures with the same formula, charge and spin?
C3H10N4O

***

Which value of energy above the lowest of the compared OMol25 structures with the same formula, charge and spin does entry 5 give?
1.028 eV